DFT (wB97M-V/def2-TZVPD) results for a 2-piece molecular cluster, C3H10N2O overall at a distorted geometry.

Computed properties:
Total energy ... -8298.7462 eV
Total charge ... 0
Energy above the lowest of the compared OMol25 structures with the same formula, charge and spin ... 63.6 kcal/mol
HOMO level ... -8.712 eV
SMILES ... C=CO.NCN

Geometry as XYZ:
```
16
Properties=species:S:1:pos:R:3:nbo_charge:R:1
C -3.323 1.527 -0.810 -0.55
C -2.083 1.276 -0.393 0.17
O -1.234 0.532 -1.171 -0.72
H -4.137 1.621 -0.140 0.22
H -3.359 1.466 -1.893 0.21
H -1.447 1.667 0.394 0.18
H -1.618 -0.247 -1.584 0.49
N 1.625 -2.151 0.764 -0.89
C 2.144 -0.928 1.332 -0.04
N 2.437 0.113 0.359 -0.85
H 1.704 -2.189 -0.240 0.36
H 0.775 -2.580 1.058 0.37
H 3.073 -1.035 1.883 0.16
H 1.386 -0.517 2.002 0.17
H 1.626 0.482 -0.111 0.37
H 3.180 -0.193 -0.247 0.35
```